{"formula": "C4H8N2", "method": "the ωB97M-V functional and the def2-TZVPD basis", "elements": ["C", "N", "C", "C", "H", "H", "H", "H", "H", "N", "H", "H", "C", "H"], "xyz": [[-0.699859, 1.066811, 1.014502], [0.975528, -1.729932, 0.494775], [0.114411, 1.337558, -0.792903], [-1.143007, 1.048724, -0.429931], [-2.100047, 0.975302, -0.930555], [0.655973, 1.515052, -1.720996], [-0.688119, 0.094356, 1.523369], [1.367512, 0.770746, 0.735812], [1.136207, -1.446943, -1.515306], [0.654997, 1.468808, 0.518785], [-1.153702, 1.828501, 1.660447], [-0.159195, -2.675134, -0.998867], [0.624723, -1.966923, -0.702441], [0.414577, -2.286927, 1.143307]], "forces_ev_per_angstrom": [[-0.187, -0.049, 0.242], [-0.216, -0.223, -0.393], [-0.044, 0.068, -0.183], [-0.001, 0.074, -0.117], [0.181, 0.027, 0.066], [-0.147, -0.055, 0.181], [-0.019, 0.203, -0.096], [-0.062, 0.127, -0.005], [-0.063, -0.047, 0.112], [0.129, -0.218, -0.022], [0.096, -0.164, -0.112], [0.090, 0.124, 0.120], [0.163, 0.088, 0.234], [0.081, 0.044, -0.026]], "lowdin_charge": [-0.212, 0.018, -0.182, -0.090, 0.080, 0.101, 0.089, 0.080, 0.058, -0.027, 0.104, 0.069, -0.132, 0.044], "max_force_ev_per_a": 0.501, "energy_ev": -7255.106, "homo_energy_ev": -8.41, "spin_multiplicity": 1}